Molecular formula: C23H23AsHfOP
Method: DFT, ωB97M-V with the def2-TZVPD basis set

E	-97695.5733	eV
ΔE to the lowest compared entry with this formula, charge and spin	0.245	eV
charge	+1
HOMO energy	-9.45	eV
gap between HOMO and LUMO	6.48	eV
2S+1	1

Last column: natural (NBO) charge in e.
CARTESIAN COORDINATES (ANGSTROEM)
C: 1.01042 0.64302 -4.11326  -0.638
C: 0.10694 0.33408 -5.13419  -0.380
C: -0.53504 -0.92636 -5.36530  -0.291
C: -0.69457 -1.96337 -4.40832  -0.232
C: -0.43280 -1.84985 -3.06169  -0.718
Hf: -0.55170 0.23678 -2.82042  1.692
P: -0.70799 3.05307 -2.39471  0.010
H: 1.86488 1.29962 -4.19936  0.224
H: -0.09985 1.05988 -5.93854  0.216
H: -0.91654 -1.11011 -6.37713  0.234
H: -0.31815 -2.68642 -2.37936  0.199
H: -1.07111 -2.92926 -4.78904  0.210
H: -1.63230 3.71931 -1.55055  0.030
H: -0.72444 3.92814 -3.51296  0.062
H: 0.49216 3.50555 -1.77408  0.060
O: 0.29625 0.13327 -1.07898  -1.125
As: 0.28613 -0.23242 0.66231  1.971
C: -1.32760 -1.16856 1.04066  -0.355
C: -2.02039 -1.85706 0.04722  -0.221
C: -3.34812 -2.22283 0.26982  -0.200
C: -3.89297 -2.14089 1.55379  -0.169
C: -3.11722 -1.64552 2.60501  -0.202
C: -1.84643 -1.12027 2.34620  -0.229
C: 1.77872 -1.23509 1.27593  -0.437
C: 1.51064 -2.27434 2.18761  -0.131
C: 2.53948 -2.78393 2.98540  -0.216
C: 3.84166 -2.29643 2.84808  -0.161
C: 4.11846 -1.32987 1.87721  -0.195
C: 3.10075 -0.81871 1.06077  -0.186
C: 0.20632 1.53853 1.34059  -0.333
C: -1.03060 2.12854 1.62984  -0.234
C: -1.07297 3.46265 2.04371  -0.192
C: 0.10184 4.21670 2.12475  -0.176
C: 1.32873 3.62449 1.80790  -0.197
C: 1.38467 2.28875 1.40619  -0.215
H: -1.52865 -2.06918 -0.90469  0.253
H: -3.95314 -2.56389 -0.57007  0.237
H: -4.91692 -2.47013 1.73031  0.237
H: -3.51357 -1.64068 3.61961  0.237
H: -1.27555 -0.66051 3.15228  0.231
H: 0.49774 -2.66476 2.28812  0.224
H: 2.31449 -3.55489 3.72162  0.236
H: 4.63575 -2.67314 3.49206  0.237
H: 5.13335 -0.95492 1.75597  0.236
H: 3.31765 -0.10013 0.27069  0.233
H: -1.95551 1.56208 1.52527  0.233
H: -2.03366 3.91779 2.28843  0.234
H: 0.06664 5.26300 2.43343  0.237
H: 2.25341 4.19907 1.85712  0.236
H: 2.33077 1.82920 1.12472  0.228



Molecular formula: C6H6O2
Method: DFT, ωB97M-V with the def2-TZVPD basis set

E	-10406.7576	eV
ΔE to the lowest compared entry with this formula, charge and spin	6.652	eV
charge	0
HOMO energy	-8.53	eV
gap between HOMO and LUMO	8.83	eV
2S+1	1

Last column: natural (NBO) charge in e.
CARTESIAN COORDINATES (ANGSTROEM)
C: -1.24329 -1.00920 -0.67456  0.159
C: -0.40574 -0.43365 -1.68185  -0.335
C: 0.09669 0.71699 -0.97266  0.003
C: 1.19858 0.28744 -0.00341  0.033
C: 0.75930 0.28700 1.38813  -0.349
C: -0.41398 -0.37271 1.77251  0.175
H: -2.42337 -1.48370 -0.69750  0.241
H: -0.73968 -0.74243 -2.72030  0.262
H: -0.74912 1.34727 -0.32794  0.203
H: 2.02277 -0.49476 -0.22182  0.214
H: 1.26021 0.77809 2.27164  0.224
H: -0.47449 -0.54403 2.75579  0.191
O: -1.25418 -0.96606 0.89236  -0.542
O: 1.39847 1.50160 -0.89595  -0.479



Molecular formula: C3H2N2OS
Method: DFT, ωB97M-V with the def2-TZVPD basis set

E	-19003.5427	eV
ΔE to the lowest compared entry with this formula, charge and spin	2.010	eV
charge	0
HOMO energy	-9.26	eV
gap between HOMO and LUMO	8.03	eV
2S+1	1

Last column: natural (NBO) charge in e.
CARTESIAN COORDINATES (ANGSTROEM)
C: 1.26038 -0.49463 0.27466  -0.272
C: 0.12650 0.20966 -0.24136  -0.102
C: -1.21358 0.19877 0.17715  0.187
H: 2.20964 -0.34253 -0.24983  0.227
H: -1.77254 -0.18625 1.00768  0.245
N: -0.92826 1.43481 -1.67048  0.119
N: 0.21663 1.02929 -1.38675  -0.160
O: -1.85232 0.92991 -0.73672  -0.282
S: 1.14520 -1.47762 1.57962  0.037



Molecular formula: C32H55Br2N3O6
Method: DFT, ωB97M-V with the def2-TZVPD basis set

E	-190904.8686	eV
charge	0
HOMO energy (spin up / spin down)	-8.66 / -9.34	eV
gap between HOMO and LUMO (spin up / spin down)	8.58 / 9.09	eV
2S+1	3

Last column: Löwdin charge in e.
CARTESIAN COORDINATES (ANGSTROEM)
C: 8.13450 -2.12603 0.69685  -0.116
C: 8.09130 -0.77270 -0.16718  -0.237
C: 6.62231 -0.27444 -0.57383  -0.091
C: 5.67530 0.10575 0.69104  -0.292
C: 6.37189 0.30585 2.11697  -0.088
C: 5.58131 1.32276 3.10081  -0.169
N: 5.98187 1.31367 4.36459  0.057
O: 5.27308 1.47454 0.33899  -0.015
C: 4.22609 1.43573 -0.63355  -0.375
O: 3.75529 2.40467 -1.24844  0.127
O: 3.84180 0.04356 -0.70389  -0.119
C: 4.23507 -0.58173 0.57886  -0.327
C: 3.03343 -0.12268 1.53467  -0.018
C: 1.58760 -0.14041 0.60770  -0.159
C: 0.23895 -0.68420 1.46090  0.029
O: 1.01705 -1.51043 0.32070  -0.237
C: 4.15170 -2.14821 0.21772  -0.496
Br: 3.64732 -2.63355 -1.66277  0.769
C: 4.41042 -3.20943 1.10827  -0.631
C: 4.36565 -4.77082 0.69506  -0.151
Br: 4.87499 -2.85592 3.01396  0.715
H: 8.69769 -2.96612 0.13872  0.082
H: 8.77031 -1.91619 1.63855  0.082
H: 7.11667 -2.53365 1.00692  0.037
H: 8.65804 -0.98640 -1.14790  0.111
H: 8.66824 0.09469 0.33396  0.106
H: 6.17115 -1.07238 -1.25665  0.104
H: 6.76994 0.65712 -1.24178  0.145
H: 7.38700 0.82573 1.92042  0.132
H: 6.63414 -0.67114 2.65380  0.070
H: 4.73782 2.00762 2.77225  0.112
H: 6.75420 0.63514 4.47205  0.037
H: 3.10303 0.96976 1.84651  0.118
H: 2.77047 -0.84730 2.37071  0.101
H: 1.42214 0.74546 -0.18047  0.157
H: 0.34242 -1.59767 2.12814  0.119
H: -0.60937 -0.48830 0.71894  0.088
H: 3.38201 -5.27606 0.96360  0.090
H: 5.19456 -5.26286 1.33448  0.072
H: 4.68685 -4.93959 -0.39442  0.056
C: 0.36245 2.19536 -3.17349  -0.032
C: -0.99024 1.43484 -3.09295  -0.463
C: -1.62767 1.33503 -4.49856  -0.137
C: -2.23019 2.64408 -4.99294  -0.185
C: -3.19282 3.22393 -3.96373  -0.136
C: -2.56013 3.36694 -2.56283  -0.481
N: -1.88508 2.11348 -2.10312  -0.031
O: -2.85547 1.23354 -1.74101  -0.040
C: -1.55204 4.54046 -2.57590  -0.043
C: -3.65572 3.83668 -1.57062  -0.042
C: -0.59283 0.00059 -2.65550  -0.032
H: 1.21623 1.51284 -3.21172  0.079
H: 0.43798 2.82701 -4.06152  0.074
H: 0.53124 2.81994 -2.29242  0.080
H: -2.42011 0.57563 -4.49133  0.124
H: -0.88366 0.98743 -5.22320  0.126
H: -1.44161 3.36721 -5.22637  0.103
H: -2.76604 2.46800 -5.93013  0.114
H: -3.55116 4.19516 -4.31298  0.123
H: -4.07713 2.57605 -3.90841  0.124
H: -1.02695 4.61899 -1.62013  0.092
H: -2.06691 5.49247 -2.74008  0.087
H: -0.80897 4.46897 -3.36919  0.061
H: -4.51689 3.16253 -1.54566  0.075
H: -4.04770 4.81390 -1.86044  0.083
H: -3.25869 3.92645 -0.55477  0.090
H: -0.13950 0.00252 -1.65992  0.059
H: 0.13629 -0.42756 -3.34978  0.092
H: -1.43973 -0.69093 -2.64559  0.079
C: -7.11817 -1.38522 2.14329  -0.039
C: -5.87801 -0.54961 2.56399  -0.474
C: -5.47141 0.40821 1.41979  -0.134
C: -4.78353 -0.28882 0.25222  -0.181
C: -3.61479 -1.13656 0.73587  -0.136
C: -4.01141 -2.12625 1.85277  -0.477
N: -4.76847 -1.46983 2.96327  -0.048
O: -3.88022 -0.75526 3.70369  -0.024
C: -4.85003 -3.27452 1.24331  -0.045
C: -2.73108 -2.83886 2.35973  -0.043
C: -6.38722 0.31824 3.74475  -0.052
H: -8.04902 -0.96437 2.53405  0.077
H: -7.24050 -1.44011 1.05916  0.072
H: -7.07417 -2.40427 2.53622  0.080
H: -4.79086 1.17766 1.80650  0.125
H: -6.35197 0.94385 1.04872  0.125
H: -5.49799 -0.90665 -0.30292  0.106
H: -4.41793 0.46076 -0.45533  0.080
H: -3.18876 -1.67935 -0.11153  0.126
H: -2.82363 -0.46685 1.09580  0.107
H: -5.21455 -3.95143 2.02092  0.089
H: -4.24602 -3.87200 0.55290  0.087
H: -5.70441 -2.93009 0.66188  0.060
H: -1.96924 -2.13701 2.71020  0.056
H: -2.26189 -3.41338 1.55785  0.086
H: -2.95931 -3.53358 3.17405  0.089
H: -6.68540 -0.30520 4.59321  0.089
H: -7.25901 0.90641 3.44242  0.083
H: -5.64211 1.03869 4.09227  0.075



Molecular formula: CH3N3O2
Method: DFT, ωB97M-V with the def2-TZVPD basis set

E	-9642.4954	eV
ΔE to the lowest compared entry with this formula, charge and spin	8.936	eV
charge	0
HOMO energy	-9.49	eV
gap between HOMO and LUMO	10.53	eV
2S+1	1

Last column: natural (NBO) charge in e.
CARTESIAN COORDINATES (ANGSTROEM)
C: -1.09835 -0.08299 0.79974  0.134
N: -0.15416 -0.68255 1.30705  -0.126
N: -0.75035 0.88004 -0.74220  -0.312
N: 1.26940 -0.27486 -0.56029  -0.140
O: 1.09390 -0.70580 0.82963  -0.222
O: 0.60679 1.03782 -0.64684  -0.259
H: -2.16460 -0.05003 1.08194  0.215
H: -1.09029 0.21119 -1.38779  0.337
H: 2.28765 -0.33282 -0.68124  0.372



Molecular formula: C12H19FN5O6
Method: DFT, ωB97M-V with the def2-TZVPD basis set

E	-35198.1924	eV
charge	+1
HOMO energy	-13.12	eV
gap between HOMO and LUMO	10.26	eV
2S+1	1

Last column: natural (NBO) charge in e.
CARTESIAN COORDINATES (ANGSTROEM)
C: 3.10745 0.93684 0.53358  -0.429
N: 2.27681 1.76634 -0.41921  -0.464
C: 3.17705 2.82852 -0.96306  -0.418
C: 1.20718 2.36455 0.28868  0.669
O: 1.08649 3.55921 0.34508  -0.550
C: 0.16590 1.50154 1.05544  -0.334
N: -0.75174 0.75688 0.19185  -0.141
C: -0.76369 -0.58170 0.13036  0.572
N: 0.00920 -1.48547 0.75416  -0.852
N: -1.73394 -0.99196 -0.76701  -0.419
C: -2.24419 0.16362 -1.18423  0.264
N: -1.67832 1.27248 -0.63332  -0.152
C: -2.02692 2.66979 -0.95632  -0.220
C: -2.22884 3.60242 0.26322  -0.535
C: -3.43742 3.24993 1.15072  0.768
O: -4.33575 4.02272 1.24463  -0.539
O: -3.50507 2.09101 1.88464  -0.712
H: 2.77227 1.05331 1.58641  0.194
H: 4.17493 1.20759 0.49958  0.240
H: 2.93212 -0.12503 0.24859  0.197
H: 3.97582 2.31668 -1.52743  0.216
H: 3.55327 3.42473 -0.10821  0.207
H: 2.58066 3.43773 -1.66625  0.225
H: 0.73894 0.73010 1.61776  0.262
H: -0.37858 2.06802 1.83678  0.261
H: 1.01739 -1.44415 0.66466  0.413
H: -0.42069 -2.26308 1.26551  0.468
H: -3.03178 0.32304 -1.93089  0.234
H: -1.21111 3.07371 -1.59999  0.241
H: -2.92008 2.63384 -1.61387  0.254
H: -1.33901 3.71300 0.91070  0.262
H: -2.43324 4.61374 -0.14505  0.280
H: -4.02626 2.34814 2.66884  0.515
C: 0.47072 -5.42682 -1.53994  -0.132
C: 1.18658 -6.19946 -0.46912  0.441
O: 1.02637 -5.36987 0.67217  -0.479
C: -0.13945 -4.69969 0.48720  0.984
O: -0.72497 -4.12146 1.35277  -0.606
O: -0.56056 -4.77272 -0.79581  -0.466
F: 2.50459 -6.31530 -0.74380  -0.315
H: 1.10897 -4.67746 -2.01221  0.205
H: 0.05233 -6.06887 -2.31223  0.222
H: 0.76658 -7.18648 -0.26542  0.168



Question: Among the records above, which one has the highest E?
Answer: CH3N3O2